[1]
# C12H18N2O3S

An isolated molecule of C12H18N2O3S (ωB97M-V with the def2-TZVPD basis set, OMol25).

Results
Orbital gap: 9.217 eV
HOMO energy: -8.6 eV
SMILES string: CCCCCSc1nc(C)c(CC(=O)O)c(=O)[nH]1
Total charge: 0
Spin multiplicity: 1
DFT total energy: -1201.545797 Eh

Element x y z (Å)
C  -0.685  -1.320  4.046
C  0.516  -0.383  4.043
C  0.900  0.036  2.627
C  2.111  0.965  2.617
C  2.451  1.471  1.224
S  2.975  0.131  0.101
C  1.518  -0.130  -0.828
N  0.464  0.582  -0.614
C  -0.636  0.365  -1.383
C  -1.798  1.251  -1.075
C  -0.665  -0.590  -2.360
C  -1.838  -0.832  -3.258
C  -2.005  0.259  -4.292
O  -1.421  1.308  -4.319
O  -2.922  -0.079  -5.206
C  0.504  -1.407  -2.607
O  0.612  -2.292  -3.430
N  1.581  -1.101  -1.765
H  -0.945  -1.607  5.062
H  -0.467  -2.222  3.479
H  -1.548  -0.834  3.595
H  1.366  -0.881  4.516
H  0.284  0.507  4.633
H  1.124  -0.857  2.039
H  0.056  0.540  2.152
H  2.975  0.446  3.038
H  1.906  1.836  3.245
H  1.588  1.926  0.740
H  3.286  2.170  1.254
H  -2.696  0.663  -0.895
H  -1.984  1.913  -1.918
H  -1.574  1.850  -0.197
H  -1.684  -1.774  -3.792
H  -2.774  -0.904  -2.699
H  -3.012  0.620  -5.873
H  2.436  -1.629  -1.903

***

[2]
# C12H18N2OS2

A structure of composition C12H18N2OS2 in a non-equilibrium geometry (ωB97M-V with the def2-TZVPD basis set, OMol25).

Results
Orbital gap: 8.536 eV
HOMO energy: -8.2 eV
Total charge: 0
Spin multiplicity: 1
DFT total energy: -1448.779471 Eh

Element x y z (Å)
C  -2.318  -1.669  0.592
O  -0.985  -1.836  0.269
C  -0.640  -3.169  0.665
C  1.015  -3.339  0.417
C  1.997  -2.457  1.194
N  1.687  -1.079  1.167
C  2.603  -0.238  0.634
N  1.981  0.845  -0.061
C  0.713  1.377  0.077
C  0.248  2.243  -0.981
C  -1.189  2.637  -0.823
C  -1.866  2.433  0.203
C  -1.179  1.954  1.175
C  -0.151  1.346  1.332
H  0.352  0.803  2.048
H  -1.869  1.820  2.348
H  -2.685  3.154  0.261
S  -1.690  3.712  -2.145
C  -0.610  3.728  -3.574
H  -0.275  2.711  -3.705
H  -0.858  4.216  -4.385
H  0.394  4.140  -2.914
H  0.754  2.271  -1.745
H  2.632  1.402  -0.376
S  3.883  -0.836  0.014
H  0.538  -0.840  0.950
H  3.077  -2.578  1.163
H  1.461  -2.747  2.417
H  1.368  -4.427  0.755
H  1.231  -3.055  -0.529
H  -1.142  -4.073  0.137
H  -0.666  -3.467  1.693
H  -2.610  -1.829  1.609
H  -2.378  -0.704  0.165
H  -2.824  -2.450  -0.046

***

[3]
# C12H18N6O2S2

A structure of composition C12H18N6O2S2 in a non-equilibrium geometry (ωB97M-V with the def2-TZVPD basis set, OMol25).

Results
Orbital gap: 8.239 eV
HOMO energy: -7.7 eV
Total charge: 0
Spin multiplicity: 1
DFT total energy: -1742.995434 Eh

Element x y z (Å)
C  4.850  -0.247  5.389
O  4.305  -0.125  3.968
C  3.157  -1.000  3.770
C  2.710  -0.678  2.445
H  3.614  -0.814  1.700
H  2.505  0.421  2.447
C  1.395  -1.436  2.429
N  1.069  -1.332  0.857
C  0.368  -0.282  0.416
N  0.037  -0.403  -0.880
N  0.640  -1.820  -1.099
N  1.305  -2.239  -0.110
S  -0.171  1.267  1.333
C  -1.062  1.986  0.082
C  0.129  2.384  -1.045
O  1.048  2.868  -0.593
N  -0.369  2.213  -2.243
C  -1.426  1.410  -2.681
N  -2.540  1.078  -2.323
C  -3.453  0.394  -2.875
C  -2.797  0.098  -4.211
S  -1.318  0.566  -4.198
C  -3.614  -0.806  -5.232
H  -3.283  -0.474  -6.084
H  -4.460  -0.670  -5.403
H  -3.443  -1.770  -5.190
C  -4.733  0.309  -2.423
H  -4.839  -1.105  -2.348
H  -4.911  0.654  -1.350
H  -5.583  0.483  -3.107
H  0.481  2.079  -2.973
H  -1.756  1.567  -0.377
H  -1.361  2.962  0.553
H  0.717  -1.154  2.977
H  1.703  -2.551  2.350
H  2.408  -0.826  4.620
H  3.584  -1.989  3.960
H  5.034  -1.313  5.772
H  4.235  0.048  6.158
H  5.823  0.245  5.519